68
Properties=species:S:1:pos:R:3:lowdin_spin:R:1 method="wB97M-V/def2-TZVPD" homo_ev="-0.51 / -0.71" lumo_energy_ev="4.25 / 4.25" spin_multiplicity=4 orbital_gap_ev="4.759 / 4.952" charge=-2
Cr -0.118 0.002 -0.076 2.87
O 2.911 -3.304 1.928 0.00
C 1.860 -3.360 2.762 0.00
C 1.837 -4.345 3.750 0.00
C 0.787 -4.414 4.653 0.00
C -0.248 -3.489 4.601 0.00
C -0.229 -2.517 3.605 0.00
C 0.785 -2.458 2.665 0.00
C 0.694 -1.469 1.528 0.01
O -0.104 -0.339 1.807 0.01
N 2.069 -1.018 1.203 -0.03
N 1.861 -0.038 0.333 -0.04
C 2.745 0.740 -0.185 0.04
C 2.383 1.995 -0.849 0.01
C 3.403 2.734 -1.446 0.01
C 3.202 3.997 -1.986 0.00
C 1.930 4.552 -1.915 0.01
C 0.895 3.842 -1.329 0.00
C 1.073 2.555 -0.800 0.01
O 0.031 1.946 -0.273 0.04
H 2.849 -2.403 1.459 0.00
H 2.661 -5.048 3.788 0.00
H 0.787 -5.190 5.412 0.00
H -1.058 -3.527 5.320 0.00
H -1.022 -1.785 3.509 0.00
H 3.797 0.533 0.013 0.00
H 4.393 2.290 -1.480 0.00
H 4.021 4.532 -2.452 0.00
H 1.738 5.536 -2.331 0.00
H -0.107 4.251 -1.285 0.00
N -2.718 -3.136 -7.673 0.00
C -2.074 -2.296 -6.742 0.00
C -1.158 -2.826 -5.836 0.00
C -0.501 -1.997 -4.944 0.00
C -0.762 -0.634 -4.938 0.00
C -1.664 -0.098 -5.842 0.00
C -2.313 -0.926 -6.746 0.00
S 0.097 0.395 -3.779 0.00
O 1.460 -0.059 -3.773 0.00
O -0.196 1.758 -4.129 0.00
N -0.521 -0.035 -2.344 0.01
C -1.804 0.267 -2.071 0.01
N -2.082 0.090 -0.753 0.00
C -3.295 0.304 -0.294 0.01
C -4.321 0.694 -1.141 0.00
C -3.955 0.862 -2.473 0.01
N -2.741 0.667 -2.954 0.00
H -2.806 -4.087 -7.348 0.00
H -3.615 -2.783 -7.968 0.00
H -0.964 -3.892 -5.826 0.00
H 0.208 -2.408 -4.240 0.00
H -1.861 0.964 -5.808 0.00
H -3.024 -0.508 -7.451 0.00
H -3.435 0.157 0.772 0.00
H -5.325 0.867 -0.787 0.00
H -4.702 1.180 -3.199 0.00
N 0.060 -1.932 0.271 0.00
C -0.142 -3.152 -0.259 0.00
C -0.440 -4.332 0.473 0.00
C -0.690 -5.533 -0.169 0.00
C -0.697 -5.638 -1.558 0.01
C -0.431 -4.485 -2.295 0.00
C -0.151 -3.286 -1.671 0.01
H -0.488 -4.286 1.551 0.00
H -0.908 -6.409 0.436 0.00
H -0.899 -6.583 -2.047 0.00
H -0.419 -4.529 -3.382 0.00
H 0.083 -2.400 -2.245 0.00

60
Properties=species:S:1:pos:R:3:lowdin_spin:R:1 method="wB97M-V/def2-TZVPD" homo_ev="-7.24 / -7.21" lumo_energy_ev="0.02 / -1.05" de_lowest_ev=0.000 spin_multiplicity=2 orbital_gap_ev="7.257 / 6.167"
Cu -0.805 1.117 -0.321 0.51
O -3.866 -1.047 1.041 0.02
C -2.751 -0.980 0.554 0.00
O -2.353 -0.045 -0.235 0.06
C -1.811 -2.166 0.833 0.00
C -2.433 -3.312 1.332 0.00
C -1.719 -4.464 1.603 0.00
C -0.345 -4.496 1.393 0.00
C 0.290 -3.368 0.912 0.00
C -0.429 -2.203 0.625 0.00
P 0.508 -0.779 0.007 0.04
C 1.900 -0.546 1.155 0.01
C 3.081 -1.285 1.120 0.00
C 4.077 -1.053 2.056 0.00
C 3.903 -0.083 3.034 0.00
C 2.734 0.661 3.073 0.00
C 1.738 0.435 2.133 0.00
C 1.255 -1.362 -1.545 0.00
C 2.398 -0.744 -2.053 0.00
C 2.886 -1.090 -3.303 0.00
C 2.231 -2.047 -4.066 0.00
C 1.086 -2.656 -3.573 0.00
C 0.599 -2.316 -2.319 0.00
H -3.499 -3.260 1.502 0.00
H -2.231 -5.338 1.982 0.00
H 0.225 -5.390 1.606 0.00
H 1.361 -3.389 0.755 0.00
H 3.231 -2.035 0.354 0.00
H 4.992 -1.631 2.021 0.00
H 4.683 0.094 3.764 0.00
H 2.595 1.421 3.831 0.00
H 0.829 1.028 2.157 0.00
H 2.911 0.013 -1.470 0.00
H 3.779 -0.609 -3.682 0.00
H 2.612 -2.318 -5.042 0.00
H 0.568 -3.401 -4.164 0.00
H -0.297 -2.795 -1.941 0.00
C 2.416 3.089 -3.331 0.00
C 2.559 3.236 -1.960 0.00
C 1.602 2.681 -1.129 0.00
N 0.556 2.004 -1.604 0.06
C 0.418 1.858 -2.923 0.00
C 1.326 2.389 -3.822 0.00
H 3.144 3.516 -4.007 0.00
H 3.391 3.778 -1.533 0.00
H 1.655 2.779 -0.051 0.00
H -0.444 1.296 -3.259 0.00
H 1.174 2.250 -4.882 0.00
Se -1.549 3.227 0.348 0.22
C -3.173 2.898 1.295 0.02
C -4.237 3.781 1.124 0.02
C -5.422 3.588 1.819 0.00
C -5.560 2.505 2.676 0.02
C -4.505 1.620 2.840 0.00
C -3.314 1.820 2.161 0.02
H -4.135 4.615 0.442 0.00
H -6.242 4.281 1.682 0.00
H -6.490 2.347 3.208 0.00
H -4.609 0.759 3.488 0.00
H -2.493 1.126 2.292 0.00

62
Properties=species:S:1:pos:R:3:nbo_charge:R:1 method="wB97M-V/def2-TZVPD" homo_ev="-13.18 / -13.63" lumo_energy_ev="-6.17 / -7.04" spin_multiplicity=5 orbital_gap_ev="7.006 / 6.586" charge=+2
Ir -0.611 0.448 -1.831 0.71
N -2.865 2.770 -1.688 -0.72
C -2.882 1.815 -0.770 0.64
N -3.015 2.159 0.502 -0.54
C -3.035 1.200 1.411 0.67
N -3.054 1.523 2.692 -0.72
N -3.068 -0.107 1.022 -0.40
C -3.042 -0.398 -0.307 0.60
N -2.814 0.504 -1.225 -0.59
C -1.899 -2.539 -0.925 0.08
C -1.934 -3.986 -1.192 -0.20
C -1.002 -4.586 -1.939 -0.17
C 0.001 -3.822 -2.651 -0.22
C 0.053 -2.493 -2.564 0.00
N -0.784 -1.760 -1.663 -0.51
H -2.996 3.725 -1.392 0.44
H -2.997 2.535 -2.660 0.43
H -3.095 2.505 2.920 0.45
H -3.164 0.845 3.427 0.42
H -2.765 -4.543 -0.779 0.24
H -1.040 -5.655 -2.098 0.25
H 0.657 -4.332 -3.342 0.26
H 0.692 -1.884 -3.185 0.23
C 6.115 0.473 0.507 -0.17
C 5.652 -0.765 0.085 -0.18
C 4.311 -0.937 -0.216 -0.22
C 3.423 0.130 -0.077 -0.28
C 3.891 1.376 0.342 -0.22
C 5.235 1.538 0.639 -0.20
P 1.677 -0.159 -0.504 0.87
C 1.010 1.542 -0.784 -0.40
C 0.595 2.457 0.213 -0.19
C 0.268 3.747 -0.134 -0.19
C 0.326 4.177 -1.470 -0.21
C 0.705 3.308 -2.465 -0.17
C 1.035 1.971 -2.149 -0.36
C 0.855 -0.643 1.057 -0.28
C 1.350 -0.412 2.326 -0.18
C 0.573 -0.696 3.449 -0.16
C -0.763 -1.076 3.306 -0.22
C -1.286 -1.346 2.060 0.06
C -2.813 -1.348 1.821 -0.14
C -3.391 -2.357 0.896 -0.05
C -3.227 -1.876 -0.514 -0.36
C -0.774 -1.933 -0.257 0.24
C -0.411 -1.305 0.921 -0.17
H 7.166 0.614 0.720 0.24
H 6.339 -1.595 -0.020 0.24
H 3.952 -1.900 -0.561 0.22
H 3.218 2.217 0.436 0.21
H 5.594 2.503 0.971 0.23
H 0.587 2.149 1.252 0.22
H -0.007 4.451 0.642 0.23
H 0.108 5.209 -1.711 0.24
H 0.800 3.651 -3.487 0.24
H 1.573 1.380 -2.888 0.26
H 2.343 0.005 2.446 0.25
H 0.982 -0.530 4.437 0.24
H -1.391 -1.139 4.188 0.23
H -3.329 -1.325 2.783 0.25
H -3.589 -3.376 1.182 0.24
H -4.042 -2.102 -1.204 0.29